DFT (ωB97M-V/def2-TZVPD) results for a structure of composition C39H47LiN5S.

As for the charge: -1. The calculation puts the strongest force on any atom at 0.5 eV Å⁻¹. The value obtained for the molecular weight is 624.85 g mol⁻¹. For the frontier orbital gap, the calculation gives 5.8 eV. The value obtained for the calculated total energy is -2194.0022 hartree. The spin multiplicity is 1.

Element x y z (Å)
Li 0.29873 0.44299 0.19602
C -5.34802 0.76729 2.47925
C -4.54839 2.07456 2.55644
C -3.41261 2.08960 1.58176
C -3.33189 2.72270 0.38079
C -4.34069 3.61255 -0.27650
C -5.11165 2.89151 -1.38960
C -2.03990 2.34883 -0.18808
N -1.39109 1.49505 0.63327
C -2.17455 1.32630 1.72166
C -1.81114 0.61281 2.86129
C -0.63945 -0.12111 3.04180
C -0.21739 -0.71839 4.30534
C -0.89245 -0.52993 5.62910
C -0.57998 0.85088 6.22265
C 0.94968 -1.36649 4.04618
C 1.22592 -1.14964 2.62901
C 2.32410 -1.65762 1.93903
C 2.69369 -1.35431 0.62913
N 2.10569 -0.41676 -0.14574
C 2.82018 -0.34945 -1.29054
C 2.59024 0.56067 -2.32091
C 1.54742 1.48169 -2.39117
N 0.49667 1.52042 -1.54492
C -0.31242 2.51354 -1.97119
C -1.52922 2.85195 -1.38383
C 0.24034 3.14769 -3.16541
C 1.40759 2.50018 -3.42850
C 2.41758 2.79298 -4.49387
C 3.65574 3.51056 -3.94089
C -0.35132 4.32888 -3.86934
C -0.15319 5.62915 -3.07898
C 3.91694 -1.31210 -1.26468
C 3.83922 -1.94090 -0.06210
C 4.67437 -3.07127 0.45546
C 3.94422 -4.41437 0.32025
C 4.93334 -1.51091 -2.34681
C 6.09869 -0.52006 -2.22980
N 0.24851 -0.40692 2.06794
C 1.82041 -2.10712 5.01417
C 1.52649 -3.61117 5.06673
H -6.17045 0.76607 3.19949
H -4.70174 -0.08616 2.68504
H -5.76524 0.63754 1.47916
H -4.16947 2.20284 3.57444
H -5.21761 2.91520 2.35653
H -3.83909 4.48862 -0.69723
H -5.04894 3.98162 0.46929
H -4.42195 2.50854 -2.14348
H -5.82182 3.56244 -1.88006
H -5.66457 2.04442 -0.97923
H -2.49089 0.65286 3.70662
H -0.56480 -1.30515 6.32614
H -1.97509 -0.63856 5.51944
H 0.49575 0.96295 6.36749
H -1.07666 0.99215 7.18646
H -0.90837 1.63687 5.54236
H 2.97065 -2.33807 2.48413
H 3.29768 0.56595 -3.14416
H -2.13052 3.59191 -1.90248
H 1.96423 3.41652 -5.26834
H 2.72967 1.86242 -4.97823
H 3.37811 4.47925 -3.52197
H 4.39710 3.67422 -4.72760
H 4.11494 2.92288 -3.14572
H -1.42068 4.16784 -4.03742
H 0.11002 4.43922 -4.85372
H -0.57605 5.53624 -2.07864
H -0.62969 6.47354 -3.58443
H 0.91034 5.84818 -2.96929
H 4.92063 -2.90070 1.50698
H 5.62089 -3.11498 -0.08954
H 3.01303 -4.39352 0.88684
H 4.55833 -5.24190 0.68538
H 3.69551 -4.60262 -0.72537
H 4.45808 -1.39576 -3.32432
H 5.32437 -2.53102 -2.30379
H 5.72932 0.50595 -2.25984
H 6.81632 -0.65534 -3.04332
H 6.61758 -0.66067 -1.28033
H 1.68889 -1.68665 6.01513
H 2.86837 -1.95665 4.74378
H 0.50591 -3.79001 5.40888
H 2.21401 -4.11380 5.75188
H 1.63340 -4.05779 4.07712
S -2.08496 -0.02379 -3.76520
C -0.60497 -0.87116 -3.96692
C -0.21588 -1.40446 -2.78153
N -1.05046 -1.15352 -1.72767
C -2.06551 -0.44776 -2.08534
H -0.10886 -0.90556 -4.92276
H 0.69674 -1.95712 -2.61103
H -2.84191 -0.10318 -1.41626

***

DFT (ωB97M-V/def2-TZVPD) results for a structure of composition C39H48KN3O4S4 at a distorted geometry.

As for the charge: -2. Its energy relative to the best compared isomer or geometry (same formula, charge and spin) is 1.863 eV. The calculation puts the strongest force on any atom at 3.8 eV Å⁻¹. The value obtained for the molecular weight is 790.20 g mol⁻¹. For the frontier orbital gap, the calculation gives 5.5 eV. The value obtained for the calculated total energy is -4172.8387 hartree. The spin multiplicity is 1.

Element x y z (Å)
K -0.88064 0.24450 -0.04076
C -2.08715 0.90563 -3.74098
C -0.65996 1.15559 -3.35417
C 0.30312 0.15785 -3.50645
C -0.06287 -1.13137 -4.19082
C 1.60682 0.37798 -3.05598
C 2.59182 -0.76321 -3.07130
C 1.96977 1.62911 -2.55996
C 3.40280 1.92361 -2.19953
C 1.00257 2.62502 -2.38481
C 1.42782 3.92076 -1.74263
C -0.31391 2.38462 -2.77982
C -1.39593 3.41791 -2.65344
H -2.67351 0.72728 -2.83824
H -2.18950 0.03041 -4.37053
H -2.52582 1.75111 -4.26676
H -0.48080 -0.92211 -5.17700
H -0.80742 -1.67395 -3.60889
H 0.79547 -1.77902 -4.33475
H 2.11746 -1.65995 -2.67569
H 3.44407 -0.54842 -2.43702
H 2.94828 -0.97575 -4.08314
H 3.57939 1.67026 -1.15533
H 3.62478 2.97774 -2.33774
H 4.09573 1.35704 -2.81687
H 2.01992 4.52722 -2.43290
H 2.02815 3.70271 -0.86329
H 0.58457 4.51049 -1.40274
H -1.82676 3.62848 -3.63357
H -1.04159 4.35468 -2.24159
H -2.18502 3.05434 -1.99792
C -1.74082 -5.45643 1.25635
C -1.20770 -4.92643 2.57955
S -0.69678 -3.16325 2.51734
C 1.12853 -3.24650 2.62392
C 1.84928 -4.18807 1.67845
S 2.02800 -3.66113 -0.06576
C 0.32357 -3.56522 -0.68270
C -0.26089 -4.87955 -1.13711
S -0.46521 -6.15258 0.15280
H -2.25824 -4.67050 0.70093
H -2.43215 -6.28230 1.44302
H -0.37132 -5.51534 2.95526
H -2.00929 -4.94735 3.31902
H 1.36237 -3.52898 3.65497
H 1.45066 -2.21535 2.46042
H 1.41836 -5.19066 1.67523
H 2.88934 -4.26002 2.00493
H 0.35730 -2.90126 -1.54564
H -0.29485 -3.08781 0.07133
H 0.38184 -5.35441 -1.88065
H -1.24240 -4.67508 -1.56673
C -1.39516 6.43270 0.92876
C -1.93252 5.20014 0.57549
C -1.23241 4.03916 0.79398
C 0.04197 4.07295 1.38472
C 0.56112 5.32231 1.77344
C -0.15038 6.48021 1.53395
N 0.78735 2.93957 1.37521
N 1.55325 2.63667 2.34592
C 2.38261 1.56799 2.16698
C 3.54781 1.57877 2.95566
C 4.41268 0.50593 2.95411
C 4.18240 -0.54703 2.08392
C 3.08651 -0.49303 1.22558
C 2.09264 0.47324 1.30863
H -1.95168 7.34260 0.74346
H -2.91079 5.14219 0.12174
H -1.67029 3.08065 0.56632
H 1.53648 5.36565 2.23951
H 0.25903 7.43768 1.83505
H 3.78525 2.47049 3.52730
H 5.28043 0.50461 3.60810
H 4.85280 -1.40235 2.07028
H 2.98438 -1.28749 0.49651
C -8.21388 -0.85880 -4.20750
C -6.96323 -1.40932 -3.58533
C -6.97650 -1.89811 -2.28641
C -5.80220 -2.30571 -1.67376
C -4.60085 -2.25387 -2.36513
C -4.58626 -1.78214 -3.66801
C -5.75599 -1.37635 -4.28001
S -3.05278 -2.25061 -1.43073
O -3.22810 -3.19112 -0.31996
O -2.00434 -2.66250 -2.36207
N -2.88939 -0.75374 -1.07031
C -3.89117 -0.27735 -0.16149
C -3.43050 1.09632 0.37407
O -3.93692 2.10682 -0.13243
O -2.55061 1.05311 1.25585
H -9.10376 -1.28691 -3.74866
H -8.23898 -1.04976 -5.27934
H -8.24536 0.22165 -4.06009
H -7.91086 -1.92703 -1.73873
H -5.79992 -2.67511 -0.65765
H -3.63521 -1.73229 -4.17548
H -5.73982 -1.00061 -5.29744
H -4.01689 -0.98115 0.67489
H -4.86773 -0.17054 -0.66584